Record 1
65
Properties=species:S:1:pos:R:3:forces:R:3 method="wB97M-V/def2-TZVPD" total_charge=-1 spin_multiplicity=3 total_energy_ev=-115346.450 s_squared=2.005 gap_ev="7.768 / 7.731" fmax_ev_per_a=4.80 e_above_lowest_kj_mol=124.8
Ni -6.103218 -17.518841 -0.982062 0.0 -0.1 -0.8
C -5.213530 -24.460359 -4.290954 0.6 -0.6 1.3
C -4.722079 -23.157466 -3.738419 0.2 1.0 -1.4
C -5.633052 -22.239028 -3.212455 -0.2 1.0 0.3
C -5.261094 -20.874433 -3.007282 -1.5 -1.6 0.3
C -3.932572 -20.548548 -3.163662 -0.4 1.1 0.2
C -3.003761 -21.456550 -3.622197 0.3 -0.4 -0.9
C -3.434226 -22.706920 -4.055983 0.5 -0.6 0.6
S -3.455500 -18.849509 -2.789027 -0.7 -2.2 1.1
O -3.953132 -18.064704 -3.886595 0.4 0.5 0.4
O -2.047524 -19.004119 -2.548804 1.1 1.0 -0.6
N -4.217200 -18.529290 -1.409399 0.0 1.0 -0.2
C -3.718413 -19.054242 -0.220089 0.5 -0.6 0.1
C -2.789339 -20.077560 -0.099895 -0.4 0.1 -0.3
C -2.440299 -20.676508 1.137583 -0.3 0.4 -0.9
C -2.943389 -20.221506 2.315699 -0.5 0.5 0.6
C -3.849753 -19.131704 2.292323 -0.2 -0.6 -2.5
C -4.521089 -18.641129 3.397024 1.4 -0.5 2.4
C -5.399719 -17.607996 3.344961 0.8 -1.2 -1.2
C -5.845021 -17.235757 2.060823 1.3 -0.5 0.5
N -5.297490 -17.702917 0.968792 0.5 -0.2 -0.4
C -4.245172 -18.603041 1.017095 -1.4 0.8 1.0
H -4.583525 -24.923398 -5.041860 0.2 0.2 -0.2
H -6.185692 -24.317035 -4.672191 -1.2 0.0 -0.7
H -5.302376 -25.183267 -3.480427 -0.1 -0.2 0.1
H -6.670186 -22.579525 -2.999113 0.8 0.4 -0.2
H -6.042185 -20.144659 -2.676187 1.0 -0.7 -0.2
H -1.962685 -21.171772 -3.758616 -0.2 0.1 0.1
H -2.728924 -23.384975 -4.583505 -0.5 0.5 0.5
H -2.424604 -20.393386 -1.065896 0.5 -0.7 0.6
H -1.820493 -21.543850 1.080470 0.5 -0.4 0.2
H -2.784013 -20.653061 3.299552 0.4 -0.3 -0.2
H -4.170278 -19.079190 4.389592 -0.7 0.8 -1.2
H -5.605670 -17.187808 4.274212 -1.3 1.0 1.1
H -6.636057 -16.567271 1.945184 -1.2 1.1 -0.3
F -7.575416 -11.770632 0.535377 0.1 -0.8 -1.2
C -7.776076 -12.394182 -0.710896 -0.4 0.9 0.9
F -7.919389 -11.325449 -1.575562 0.1 -0.9 0.5
F -8.961587 -12.996517 -0.601818 0.4 0.4 -0.3
C -6.638264 -13.287758 -1.111264 -0.3 -1.7 -1.1
C -5.502032 -12.705202 -1.662677 -1.0 -0.1 0.9
C -4.435329 -13.511611 -1.937051 1.2 -0.3 -0.5
C -4.501475 -14.891455 -1.872754 -0.5 0.1 0.4
N -5.611545 -15.525489 -1.466970 -0.3 1.3 -0.1
C -6.728259 -14.771824 -1.115429 0.4 0.5 1.2
S -8.042057 -15.752699 -0.494755 1.1 0.3 -0.5
H -5.419092 -11.637717 -1.849804 -0.2 -0.1 0.3
H -3.490247 -13.056374 -2.158563 0.3 0.1 -0.5
H -3.610783 -15.451408 -2.172444 -0.5 -0.3 0.3
N -9.271798 -17.377007 -6.669945 -2.6 -0.7 0.2
C -8.518314 -17.521084 -5.512365 1.0 0.2 -1.8
C -7.201493 -16.991343 -5.539842 -0.9 -0.5 1.6
C -6.492018 -17.078099 -4.366198 0.2 0.4 -0.1
N -6.973762 -17.609949 -3.218805 1.2 0.5 0.6
C -8.172907 -18.102263 -3.222096 -2.1 -1.4 -2.3
C -8.962263 -18.190460 -4.410674 0.9 1.1 1.5
H -8.802665 -17.457516 -7.552022 0.1 0.0 -0.1
H -10.257354 -17.779701 -6.666201 2.2 0.7 0.0
H -6.810860 -16.457268 -6.378596 0.1 0.1 -0.4
H -5.477781 -16.696212 -4.333566 -0.3 0.0 0.2
H -8.598907 -18.632863 -2.390939 0.4 0.3 0.8
H -9.941247 -18.602920 -4.408504 -0.6 -0.4 0.2
O -8.927800 -20.192553 0.401572 0.7 0.1 -0.3
C -7.943551 -19.729766 -0.135696 -4.0 -1.7 2.2
N -7.040044 -19.273673 -0.681850 3.0 1.5 -1.7



Record 2
76
Properties=species:S:1:pos:R:3:forces:R:3 method="wB97M-V/def2-TZVPD" spin_multiplicity=5 total_energy_ev=-138499.777 s_squared=6.262 gap_ev="6.871 / 6.864" fmax_ev_per_a=1.53 e_above_lowest_kj_mol=207.7
Mn 0.285901 0.353070 -0.770798 0.7 0.9 1.0
C -1.341774 -2.429680 6.538617 0.0 0.0 0.0
C -0.725394 -1.231379 6.203322 0.0 0.0 0.0
C -0.736009 -0.794835 4.887571 0.0 0.0 0.0
C -1.341508 -1.552295 3.885156 0.2 -0.1 -0.1
C -1.967388 -2.746146 4.234921 0.0 -0.1 0.0
C -1.970469 -3.179447 5.554434 0.0 0.0 0.0
P -1.192509 -0.903536 2.179199 -0.2 -0.1 0.2
C -2.378492 -1.971571 1.272601 0.0 0.0 0.0
C -1.998656 -2.987994 0.399895 0.0 0.0 0.0
C -2.953231 -3.698752 -0.319856 0.0 0.0 0.0
C -4.300677 -3.400903 -0.177195 0.0 0.0 0.0
C -4.690938 -2.393141 0.697427 0.0 0.0 0.0
C -3.736723 -1.684356 1.413834 0.0 0.0 0.1
C 0.426196 -1.587717 1.619119 -0.3 0.1 0.3
C 1.112060 -2.566975 2.336985 0.1 -0.2 0.1
C 2.365751 -3.013364 1.938694 -0.1 0.1 -0.1
C 2.954238 -2.481539 0.801428 -0.1 0.0 0.1
C 2.278941 -1.510321 0.070937 0.0 -0.1 -0.1
C 1.031510 -1.059667 0.486653 0.4 -0.2 -0.3
H -1.335571 -2.775228 7.564298 0.0 0.0 0.0
H -0.245497 -0.634131 6.967927 0.0 0.0 0.0
H -0.267244 0.149473 4.630420 0.0 0.0 0.0
H -2.452123 -3.346529 3.474298 0.0 0.0 0.0
H -2.458844 -4.110706 5.811774 0.0 0.0 0.0
H -0.949139 -3.227441 0.274984 0.0 0.0 0.0
H -2.641112 -4.489825 -0.992546 0.0 0.0 0.0
H -5.043570 -3.953816 -0.738718 0.0 0.0 0.0
H -5.740490 -2.154137 0.815620 0.0 0.0 0.0
H -4.046587 -0.885306 2.078850 0.0 -0.1 0.0
H 0.659171 -2.993980 3.223108 0.0 0.0 0.0
H 2.873352 -3.775581 2.515990 0.0 0.0 0.0
H 3.931303 -2.812211 0.473656 0.0 0.0 0.0
H 2.744231 -1.124762 -0.823479 0.0 0.1 -0.1
F 3.202976 4.362578 -2.653412 0.1 0.1 0.0
C 3.171925 3.359453 -1.789340 0.0 -0.1 0.0
F 2.296311 3.640913 -0.827866 -0.1 0.1 0.1
F 4.373278 3.189003 -1.259275 0.0 0.1 0.1
S 2.674492 1.807948 -2.655274 -0.3 -0.4 -0.2
O 2.133578 0.961796 -1.585067 0.3 0.2 -0.1
O 3.832777 1.324730 -3.318709 0.0 0.2 0.0
N 1.574523 2.286510 -3.667556 0.0 -0.1 0.1
S 0.033946 2.166006 -3.425991 0.2 -0.4 0.3
O -0.309348 2.009737 -1.998179 -0.1 0.0 -0.4
O -0.628046 1.294100 -4.344213 0.0 0.2 0.2
C -0.544350 3.865786 -3.788639 -0.1 0.0 0.0
F -0.338867 4.147401 -5.062680 0.0 0.1 -0.1
F -1.844220 3.922515 -3.518673 0.0 0.1 0.0
F 0.104463 4.736061 -3.024159 0.0 0.0 0.0
O -6.632215 -0.175752 -4.066826 -0.1 0.1 0.0
N -5.604207 -0.803662 -4.203464 0.1 -0.1 0.3
O -5.396802 -1.633982 -5.061838 0.1 0.0 -0.1
C -4.531581 -0.555866 -3.227545 -0.2 0.1 0.0
C -3.286064 -1.074051 -3.447257 0.1 -0.1 0.0
C -2.286085 -0.822866 -2.522693 0.3 -0.1 -0.2
C -2.493749 -0.071718 -1.319337 -0.1 -0.3 -0.2
O -1.607370 0.121481 -0.441322 -0.2 0.1 0.1
C -3.823294 0.430356 -1.180743 -0.1 0.3 0.3
C -4.802359 0.212912 -2.105347 -0.2 0.0 -0.1
N -4.203518 1.254488 -0.006008 0.1 -0.3 -0.3
O -5.231332 1.898666 -0.095943 0.1 0.0 0.1
O -3.489794 1.209665 0.973624 -0.2 0.3 0.0
N -0.983482 -1.385388 -2.865690 -0.1 -0.1 0.0
O 0.036525 -1.057431 -2.200597 -0.6 -0.8 -1.2
O -0.908328 -2.165744 -3.784519 0.2 0.5 0.7
H -3.081084 -1.659260 -4.330881 0.0 0.0 0.0
H -5.784666 0.633885 -1.954331 0.0 0.0 0.0
C 0.102792 3.808351 2.116051 0.0 0.0 0.0
C -0.438142 2.873435 1.062126 -0.1 -0.1 0.0
O 0.423193 1.714290 0.920726 0.2 0.1 -0.1
H -0.487579 4.725460 2.135893 0.0 0.0 0.0
H 1.140501 4.067790 1.903768 0.0 0.0 0.0
H 0.050242 3.356018 3.109148 0.0 0.0 0.0
H -0.451692 3.342860 0.082144 0.0 0.0 0.0
H -1.443274 2.523401 1.300314 0.0 0.0 0.0
H 0.446737 1.250407 1.770769 -0.1 -0.1 -0.1



Record 3
65
Properties=species:S:1:pos:R:3:forces:R:3 method="wB97M-V/def2-TZVPD" total_energy_ev=-85586.532 gap_ev=7.549 fmax_ev_per_a=0.91
O -2.530170 2.252949 2.025437 -0.1 0.8 0.2
C -2.477085 3.390413 2.430953 0.1 -0.9 -0.2
C -3.660067 4.336027 2.355070 -0.3 0.0 0.0
C -3.327222 5.580247 1.576266 0.1 0.7 0.2
O -2.959167 6.609884 2.047057 0.0 -0.4 -0.2
O -3.557003 5.434188 0.200363 0.2 -0.5 -0.1
C -2.443311 5.357910 -0.639525 0.1 0.1 0.1
F -1.495313 4.520810 -0.077955 -0.3 0.3 0.0
S -1.713689 6.986858 -0.987306 -0.1 0.2 0.2
P -3.023768 4.581580 -2.238814 0.4 -0.5 -0.5
S -1.608380 4.011028 -3.423993 0.0 0.2 0.1
H -1.556091 3.770967 2.899960 0.0 0.1 0.0
H -4.492375 3.791282 1.907794 0.1 0.1 0.0
H -3.918926 4.664275 3.365769 0.1 -0.1 0.0
H -0.446521 6.596335 -0.844652 0.1 -0.2 -0.1
H -3.861344 3.551851 -1.795718 -0.2 0.1 0.2
H -3.891924 5.575214 -2.707434 -0.1 0.0 0.1
O -4.351448 2.923231 -9.720054 0.0 0.0 0.0
C -4.504610 3.066874 -8.527518 0.0 0.0 0.0
C -5.460165 4.071148 -7.991051 0.0 0.0 0.0
C -5.629285 4.231377 -6.682045 0.0 0.0 0.0
C -4.872709 3.410276 -5.704585 0.1 0.0 -0.1
O -5.024215 3.552948 -4.509940 -0.1 0.1 0.2
C -3.915077 2.410527 -6.237159 0.0 0.0 0.0
C -3.745369 2.250777 -7.546463 0.0 0.0 0.0
H -6.000328 4.655066 -8.725178 0.0 0.0 0.0
H -6.318282 4.955824 -6.266723 0.0 0.0 0.0
H -3.367474 1.837257 -5.500278 0.0 0.0 0.0
H -3.051623 1.530784 -7.961019 0.0 0.0 0.0
O -0.156265 0.864072 4.473584 0.0 0.0 0.0
C -0.177039 -0.251792 4.002077 0.0 0.0 0.0
C -1.147024 -0.621017 2.938461 0.0 0.0 0.0
C -1.173235 -1.849746 2.428872 0.0 0.0 0.0
C -0.236526 -2.895736 2.899958 0.1 0.0 0.0
O -0.249005 -4.016238 2.427770 -0.1 0.1 0.0
C 0.735717 -2.530205 3.962162 0.0 0.0 0.0
C 0.763784 -1.301937 4.471689 0.0 0.0 0.0
H -1.811965 0.165587 2.607184 0.0 0.0 0.0
H -1.867388 -2.143594 1.651878 0.0 0.0 0.0
H 1.415842 -3.311027 4.284948 0.0 0.0 0.0
H 1.463631 -1.006692 5.243112 0.0 0.0 0.0
O 3.496741 -8.290849 -0.003956 0.0 0.0 0.0
C 3.521702 -7.523759 0.932512 0.0 0.0 0.0
C 4.666292 -7.511800 1.883455 0.0 0.0 0.0
C 4.697245 -6.674257 2.916080 0.0 0.0 0.0
C 3.587746 -5.719596 3.157109 0.0 0.0 0.0
O 3.617835 -4.942912 4.093136 0.0 0.0 0.0
C 2.452015 -5.721032 2.207969 0.0 0.0 0.0
C 2.419984 -6.558117 1.174583 0.0 0.0 0.0
H 5.461599 -8.217611 1.681420 0.0 0.0 0.0
H 5.519605 -6.645671 3.620227 0.0 0.0 0.0
H 1.662155 -5.006752 2.402713 0.0 -0.1 0.0
H 1.601186 -6.575597 0.466577 0.0 0.0 0.0
O 6.741490 -3.789815 0.205663 0.0 0.0 0.0
C 6.061421 -2.877521 0.622067 0.0 0.0 0.0
C 5.306800 -2.997734 1.893845 0.0 0.0 0.0
C 4.549858 -2.004389 2.349089 0.0 0.0 0.0
C 4.428261 -0.726569 1.603267 0.0 0.0 0.0
O 3.734754 0.177708 2.014541 0.0 0.0 0.0
C 5.187661 -0.601412 0.331862 0.0 0.0 0.0
C 5.944645 -1.596839 -0.121997 0.0 0.0 0.0
H 5.407403 -3.933511 2.425509 0.1 0.0 0.0
H 3.988454 -2.080632 3.272335 0.0 0.0 0.0
H 5.083583 0.338724 -0.194573 0.0 0.0 0.0
H 6.503986 -1.529640 -1.046388 0.0 0.0 0.0



Record 4
62
Properties=species:S:1:pos:R:3:forces:R:3 method="wB97M-V/def2-TZVPD" total_charge=+2 spin_multiplicity=2 total_energy_ev=-66082.647 s_squared=0.772 gap_ev="5.107 / 5.191" fmax_ev_per_a=0.57 e_above_lowest_kj_mol=339.0
Re 0.006427 0.217770 -0.299374 0.0 -0.3 0.0
C -4.271227 -0.346452 -1.972138 0.0 0.0 0.0
C -3.170812 -1.011863 -2.738526 0.0 0.0 0.0
N -3.437373 -1.512798 -3.920194 -0.1 0.0 0.0
C -2.476203 -2.124914 -4.633662 0.1 0.0 0.0
C -1.187106 -2.277948 -4.193809 0.0 0.0 -0.1
C -0.164668 -2.978254 -5.058410 0.0 0.0 0.0
O 0.442006 -4.088364 -4.407860 0.0 0.0 0.0
C -0.857279 -1.729484 -2.926997 0.0 0.0 0.1
C 0.432632 -1.999926 -2.368200 0.0 0.0 0.0
N 0.955048 -1.386890 -1.346630 -0.1 0.0 0.0
C 2.178639 -1.911892 -0.820429 0.0 0.0 0.0
C 3.249207 -2.280031 -1.626070 0.0 0.0 0.0
C 4.410021 -2.783079 -1.051651 0.0 0.0 0.0
C 4.513809 -2.922561 0.324143 0.0 0.0 0.0
C 3.454053 -2.554341 1.144998 0.0 0.0 0.0
C 2.311894 -2.050036 0.556311 0.0 0.0 0.0
I 0.645795 -1.471840 1.705682 0.0 0.0 0.0
C -1.861478 -1.082183 -2.188684 0.0 -0.1 -0.1
O -1.677734 -0.576467 -0.973988 0.2 0.0 0.1
H -5.201087 -0.457407 -2.522321 0.0 0.0 0.0
H -4.066615 0.719577 -1.848814 0.0 0.0 0.0
H -4.382019 -0.787110 -0.980156 0.0 0.0 0.0
H -2.776954 -2.508499 -5.601405 0.0 0.0 0.0
H 0.649889 -2.295922 -5.310332 0.0 0.0 0.0
H -0.632231 -3.272734 -5.998834 0.0 0.0 0.0
H -0.139508 -4.853727 -4.466632 0.0 0.0 0.0
H 0.977545 -2.833949 -2.806422 0.0 0.0 0.0
H 3.173268 -2.178332 -2.702365 0.0 0.0 0.0
H 5.237458 -3.068379 -1.686808 0.0 0.0 0.0
H 5.417733 -3.317872 0.766195 0.0 0.0 0.0
H 3.527710 -2.667114 2.218330 0.0 0.0 0.0
O 6.474278 4.117683 -2.838146 0.0 0.0 -0.1
C 6.304306 3.367999 -1.758559 0.0 0.2 0.1
O 7.184855 2.762683 -1.225228 0.0 -0.1 0.0
C 4.893623 3.238922 -1.192312 0.0 -0.1 0.0
C 4.871765 2.843422 0.231143 0.0 0.0 0.0
C 3.837384 2.201789 0.792873 0.0 0.0 0.1
C 2.708795 1.767517 0.017923 0.0 0.0 0.0
C 2.946950 1.584676 -1.488156 0.0 0.1 -0.1
C 3.864670 2.636525 -2.090869 0.0 0.0 0.0
N 1.515426 1.532583 0.505327 -0.1 0.1 0.1
C 1.085720 2.015472 1.721340 0.1 0.0 0.0
C -0.273864 1.975280 1.936890 0.0 0.0 0.0
C -0.912077 2.582335 3.058055 0.0 0.0 0.0
C -2.258820 2.711380 3.061756 0.0 0.0 0.0
C -3.011433 2.227403 1.952891 0.0 0.0 0.0
C -2.393000 1.595264 0.928782 0.0 0.0 0.0
N -1.029856 1.393430 0.912071 0.1 0.2 0.1
H 5.688646 4.651222 -3.038082 0.0 0.0 0.0
H 5.735871 3.120291 0.821341 0.0 0.0 0.0
H 3.837051 1.998889 1.855552 0.0 0.0 0.0
H 3.405784 0.598656 -1.648478 0.0 0.0 0.0
H 4.184422 2.398867 -3.099583 0.0 0.0 0.0
H 1.763564 2.507466 2.404003 0.0 0.0 0.0
H -0.298374 2.949633 3.869111 0.0 0.0 0.0
H -2.767900 3.183110 3.890583 0.0 0.0 0.0
H -4.085327 2.344446 1.929709 0.0 0.0 0.0
H -2.926936 1.165833 0.095050 0.0 0.0 0.0
S 3.578978 4.373213 -1.750622 0.0 0.0 0.0
C 1.612312 1.527118 -2.092796 0.0 -0.3 0.4
N 0.477921 1.325886 -2.100906 -0.1 0.3 -0.5